1.
A structure of composition C4H9NO at a distorted geometry, computed with the ωB97M-V functional and the def2-TZVPD basis.

```
15
Properties=species:S:1:pos:R:3:forces:R:3
C -1.10892 -0.01601 -1.52928 1.33 -0.44 1.17
C 0.11153 -0.76044 -1.27810 2.07 2.70 -2.24
C 1.06328 -0.33902 -0.29841 -1.45 -1.13 -1.24
C 0.58147 -0.43947 1.04834 -0.02 0.91 0.97
N 1.53910 -0.27174 2.05524 0.20 0.66 -0.94
O -0.60081 -0.64093 1.32418 0.01 -0.44 0.13
H -1.74365 -0.01240 -2.40025 0.09 -0.95 -0.04
H -1.07576 0.90594 -0.97392 -0.51 -0.04 0.23
H -1.16092 -0.92880 -0.79065 -2.31 -0.07 1.05
H 0.33198 -1.55072 -1.99726 0.32 0.15 -0.15
H -2.21216 2.27744 0.61647 -0.16 -0.29 0.14
H -1.83584 2.86120 0.38368 0.16 0.31 -0.11
H 2.07771 -0.26334 -0.66107 0.33 -0.96 0.59
H 2.40003 0.06747 1.66362 0.38 -0.27 0.32
H 1.63296 -0.88917 2.83741 -0.42 -0.13 0.12
```
Positions in Å, forces in eV/Å.

ΔE to the lowest compared entry with this formula, charge and spin, kcal/mol: 119.8
Frontier orbital gap, eV: 7.6674

=====

2.
A structure of composition C26H30BN12O4Ti at a distorted geometry, computed with the ωB97M-V functional and the def2-TZVPD basis.

```
74
Properties=species:S:1:pos:R:3:forces:R:3
Ti -0.12902 -0.38491 -0.86547 -0.95 0.30 0.90
C -2.34311 4.14893 2.00428 -0.01 -0.01 -0.02
C -1.20027 3.47223 2.40040 -0.02 0.03 0.08
C -0.50889 2.67013 1.50433 0.11 -0.04 -0.06
C -0.95760 2.53533 0.19876 -0.23 0.05 0.00
C -2.11965 3.20520 -0.19396 0.10 -0.12 -0.04
C -2.80379 4.00937 0.70117 0.01 0.02 -0.01
N -0.29008 1.70045 -0.74739 -0.02 -0.65 -0.09
C 0.02658 2.23188 -1.94596 -0.04 -0.04 -0.44
C 0.38974 3.58412 -2.18248 -0.02 -0.10 0.24
C 0.69502 3.99574 -3.44569 -0.04 -0.11 -0.16
C 0.62214 3.11785 -4.56339 0.04 0.18 -0.08
C 0.23830 1.82672 -4.39483 -0.03 -0.28 0.03
C -0.05754 1.36710 -3.08961 0.15 0.91 0.12
N -0.55732 0.15335 -2.77383 -0.28 -0.53 -1.28
N -1.01903 -0.64574 -3.65501 0.49 0.71 0.12
C -1.48267 -1.81729 -3.08896 -0.13 -0.66 0.32
C -2.10700 -2.75665 -3.89830 0.08 0.23 -0.13
C -2.61136 -3.90028 -3.31392 -0.03 -0.09 0.16
C -2.49582 -4.06396 -1.93763 -0.06 -0.06 -0.21
C -1.85637 -3.08666 -1.20409 0.00 0.11 0.15
N -1.33218 -1.99299 -1.75876 0.17 0.05 -0.69
H -2.87259 4.78092 2.70513 -0.01 -0.03 -0.01
H -0.83921 3.57380 3.41720 0.02 0.00 -0.04
H 0.39670 2.16773 1.80848 0.00 0.00 0.01
H -2.48224 3.07627 -1.20736 -0.02 0.03 0.01
H -3.70260 4.52142 0.38127 0.03 -0.01 0.02
H 0.45288 4.26168 -1.34177 -0.03 0.00 -0.01
H 1.01016 5.01918 -3.60584 -0.01 -0.01 0.00
H 0.87402 3.48745 -5.54836 0.01 -0.01 0.04
H 0.17239 1.12655 -5.21659 0.00 0.04 -0.02
H -2.18756 -2.55615 -4.95752 0.01 -0.02 0.03
H -3.10481 -4.65132 -3.91652 0.02 0.01 0.00
H -2.89500 -4.93721 -1.44237 0.00 0.04 0.03
H -1.76878 -3.16724 -0.13200 0.03 0.01 0.02
N 0.69736 -2.76943 0.50384 0.02 0.21 -0.53
N 1.46386 -3.85861 0.05765 -0.09 0.00 0.08
C 1.96870 -3.98662 -1.19609 0.00 0.31 -0.56
N 2.79089 -5.02393 -1.36909 0.13 0.02 -0.22
N 1.63049 -3.06690 -2.08948 0.05 0.17 0.63
N 2.11587 -3.12933 -3.37495 -1.01 -0.51 -0.87
O 2.46647 -4.18598 -3.90888 0.34 0.16 0.84
O 1.99376 -2.09859 -4.00904 0.27 0.17 0.40
H 1.26078 -2.02741 0.91142 0.22 -0.06 0.32
H 0.08079 -3.13281 1.21678 -0.19 0.13 0.06
H 1.91281 -4.40982 0.76787 0.08 -0.05 0.14
H 3.01994 -5.65655 -0.62332 -0.04 0.00 -0.02
H 3.08600 -5.22122 -2.31170 0.02 -0.07 -0.13
C 2.85331 0.16865 -1.27654 0.24 0.13 -0.09
O 1.55168 -0.22677 -0.91578 1.67 -0.30 -0.43
H 3.59116 -0.47236 -0.79514 -0.06 -0.08 0.06
H 3.02736 1.20253 -0.97353 -0.11 0.02 0.07
H 2.97275 0.09255 -2.35668 -0.09 -0.08 -0.04
N 0.77495 1.89713 6.68286 0.05 0.04 0.01
C 1.67703 1.96894 5.67668 -0.05 0.06 0.06
O 2.66769 2.66774 5.72590 -0.06 -0.07 -0.01
C 1.40548 1.12566 4.44945 0.03 -0.02 -0.07
C 0.32949 0.26548 4.28733 -0.02 0.02 0.09
C 0.22012 -0.45195 3.10853 0.00 -0.01 -0.14
N 1.08682 -0.35102 2.09816 0.01 0.05 0.20
C 2.12132 0.48088 2.26364 0.01 -0.14 0.02
C 2.32045 1.22622 3.40937 0.04 0.07 0.02
H 0.95038 2.45327 7.50294 0.00 0.01 -0.01
H -0.06538 1.35296 6.64686 0.01 -0.02 -0.04
H -0.43550 0.12964 5.04065 0.02 -0.01 -0.03
H -0.61952 -1.12327 2.96783 0.01 0.03 0.04
H 2.81988 0.55093 1.43946 -0.01 0.01 -0.03
H 3.16127 1.89862 3.51400 0.01 -0.05 -0.01
B -3.35946 -0.38991 2.43693 -0.28 0.08 0.29
C -2.38241 -0.35833 1.25614 0.06 -0.12 -0.05
N -1.59128 -0.40130 0.40264 -0.76 0.01 1.11
H -4.48515 -0.33222 2.00931 0.04 0.00 -0.06
H -3.08676 0.56496 3.12999 0.06 -0.02 -0.02
H -3.14682 -1.44478 3.00062 0.07 -0.01 -0.04
```
Positions in Å, forces in eV/Å.

Charge: +1
ΔE to the lowest compared entry with this formula, charge and spin, kcal/mol: 0.0
Frontier orbital gap (alpha / beta), eV: 5.2635 / 5.5476

=====

3.
A structure of composition C3H5NO2, computed with the ωB97M-V functional and the def2-TZVPD basis.

```
11
Properties=species:S:1:pos:R:3:forces:R:3
N 0.00441 -1.19948 1.04568 0.01 -0.19 -0.18
C -0.40022 -0.07781 0.25591 -0.05 0.16 0.10
C 0.60944 1.06060 0.11440 0.14 0.11 0.32
O 0.27280 1.21727 -1.28530 0.04 -0.06 -0.18
C -0.45208 0.05465 -1.29850 -0.30 -0.35 -0.41
O -0.91347 -0.49092 -2.25304 0.25 0.18 0.66
H 0.86347 -1.63342 0.73039 -0.13 0.02 -0.08
H -0.71282 -1.90370 1.15827 0.05 0.08 -0.10
H -1.36351 0.28641 0.63031 0.14 0.01 -0.05
H 0.44885 1.97154 0.69014 -0.03 -0.04 -0.13
H 1.64315 0.71487 0.21173 -0.11 0.10 0.06
```
Positions in Å, forces in eV/Å.

ΔE to the lowest compared entry with this formula, charge and spin, kcal/mol: 27.7
Frontier orbital gap, eV: 10.4595

=====

Which value of ΔE to the lowest compared entry with this formula, charge and spin does entry 3 give? 27.7 kcal/mol

=====

Among the records above, which one has the highest ΔE to the lowest compared entry with this formula, charge and spin? C4H9NO